Record 1
Formula: C6H7N
Source: the OMol25 dataset
Level of theory: ωB97M-V/def2-TZVPD

Summary:
* molar mass: 93.1 g mol⁻¹
* HOMO level (alpha / beta): -8.0 / -7.3 eV
* LUMO level (alpha / beta): 0.146 / -0.086 eV

The geometry in ORCA input format:
```
! RIJCOSX wB97M-V def2-TZVPD def2/J DEFGRID3
* xyz 0 1
N 0.33048 -0.74102 -0.31376
C -0.99967 -0.71280 -0.81006
C 1.14454 0.08603 -0.55729
C -1.16557 0.84468 -1.03604
C 2.49510 0.42510 -0.17883
C -1.92700 0.99446 0.06058
C -2.15228 -0.50726 0.22347
H 2.35707 0.45376 0.96668
H -1.20558 -1.57955 -1.50576
H -2.10978 1.84610 0.67898
H -1.70113 -0.78391 1.14027
H 2.86888 1.31292 -0.75955
H -3.09325 -0.88233 0.10682
H 3.11474 -0.34325 -0.51397
*
```

---

Record 2
Formula: C4H12N2O
Source: the OMol25 dataset
Level of theory: ωB97M-V/def2-TZVPD

Summary:
* structure (SMILES): CNC(C)=O.CN
* molar mass: 104.2 g mol⁻¹
* HOMO level: -9.7 eV
* LUMO level: 0.746 eV

The geometry in ORCA input format:
```
! RIJCOSX wB97M-V def2-TZVPD def2/J DEFGRID3
* xyz 0 1
O -1.76187 0.46145 1.40813
N 4.35354 0.59474 0.36353
N -2.92007 -0.27952 -0.39576
C 4.54841 -0.76743 -0.23207
C -3.52541 -1.47978 0.20553
C -1.71121 1.87979 -0.42438
C -2.12162 0.60048 0.26165
H 3.50273 -1.16425 -0.65194
H -1.93273 2.61990 0.38516
H 5.26377 -0.76582 -1.03301
H 4.84462 -1.69403 0.34742
H -0.63550 2.00839 -0.57571
H 3.71605 0.10912 1.30172
H -2.94316 -2.30665 0.72418
H -3.31015 -0.20288 -1.41473
H 5.31105 0.98644 0.85661
H -2.29480 2.35011 -1.24913
H -4.07531 -1.89110 -0.84898
H -4.30835 -1.05897 0.97179
*
```

---

Record 3
Formula: C59H68N12OP
Source: the OMol25 dataset
Level of theory: ωB97M-V/def2-TZVPD

Summary:
* molar mass: 992.3 g mol⁻¹
* HOMO level: -10.9 eV
* LUMO level: -3.216 eV

The geometry in ORCA input format:
```
! RIJCOSX wB97M-V def2-TZVPD def2/J DEFGRID3
* xyz 1 1
P -1.99273 0.76426 -0.20535
O 1.48088 -2.24820 -1.36365
N -7.03812 1.56042 -2.01062
N -10.59944 2.88748 -5.49471
N -1.13462 -4.44168 4.44502
N -0.30761 2.71974 1.25866
N 1.91933 2.14085 0.52647
N 1.58701 0.11226 -1.11178
N 0.45719 -5.86096 -5.36558
N -2.75504 -2.91111 -1.52288
N 3.89796 0.63754 6.31488
N 10.54194 6.51543 1.65710
N 5.16640 -4.54451 3.61991
N 0.60450 4.51311 6.11975
C 6.23450 4.26706 0.81859
C -1.40157 -3.89957 3.24408
C 4.33387 1.42900 5.31761
C -1.18710 -4.54870 2.03877
C -0.37564 -6.41827 3.29665
C 1.66624 -4.27172 -6.71529
C -12.50629 1.75014 -7.18847
C 1.08749 1.15080 -0.17482
C 2.75296 -0.03428 6.09797
C 1.12398 3.04579 1.37342
C 9.37813 5.07691 0.11500
C 2.02236 0.04720 4.92457
C -0.51255 3.17452 8.30120
C -1.49829 -3.12225 -1.94143
C 5.91353 -6.52581 2.47187
C -12.66723 3.04678 -6.72016
C 3.67142 1.58237 4.10923
C 0.63440 -6.16895 -7.74865
C -1.03294 4.39166 7.88241
C 1.73459 -1.60860 1.04770
C 5.62306 -5.94287 1.24644
C -9.59672 2.40419 -1.27495
C -8.98857 2.91637 -2.41278
C 4.89599 -4.00367 2.41967
C 5.66749 -5.79207 3.62152
C -2.49219 1.35870 -1.96207
C 0.56953 2.63098 7.62256
C -3.28365 1.47562 1.03486
C 9.75978 5.45458 1.39230
C 1.08978 3.33376 6.54810
C 5.10279 -4.65607 1.21495
C 2.49427 0.87333 3.91193
C 0.19663 -6.55036 -6.49076
C -3.25459 2.79846 -1.95323
C 10.96251 7.23463 0.60164
C 10.63320 6.94114 -0.71216
C -3.65714 -3.87020 -1.79528
C -7.71944 2.46504 -2.73649
C 5.77213 1.55380 -0.17741
C -3.35310 -5.04106 -2.47236
C 1.38274 -5.00570 -7.85875
C 4.35627 1.09820 0.52752
C -8.91803 1.46754 -0.50711
C 3.40373 2.41422 0.52603
C 9.82552 5.83891 -0.95594
C 1.57820 -1.25630 -0.52001
C -10.46998 1.63330 -5.96181
C -2.04316 -5.23183 -2.89556
C -0.62909 -5.68752 4.44656
C -1.09455 -4.25504 -2.62731
C -0.66299 -5.83417 2.07075
C 6.22511 2.99542 0.43902
C -0.35634 1.55798 0.31615
C -7.65055 1.08246 -0.91240
C -11.38617 1.02546 -6.80470
C -11.69292 3.56712 -5.88381
C 0.88771 0.15857 -2.44216
C 1.18674 -4.73726 -5.50165
C -0.44499 5.01566 6.79416
H -1.42328 -4.06331 1.09883
H 3.60052 3.13819 -0.36543
H -2.90462 1.41840 2.12750
H -9.48943 3.64842 -3.03395
H -0.18983 -0.26756 -2.38715
H 10.99893 7.55790 -1.52407
H 0.39611 -6.76583 -8.62050
H 5.80058 -6.48596 0.32411
H -3.19858 0.56760 -2.42545
H -9.58013 1.10652 -5.63075
H -0.39428 -7.45054 -6.35430
H 4.62099 0.73480 1.58461
H 1.38519 -4.19992 -4.57926
H 4.49454 -2.99480 2.44733
H -9.36373 1.04680 0.38606
H -3.15914 3.32690 -2.98916
H -4.27505 0.87310 0.90872
H 1.93741 2.95157 5.98774
H 3.62526 3.00779 1.50276
H 1.56929 3.88186 2.02292
H 6.32130 -7.52740 2.53279
H 2.24723 -3.35888 -6.76602
H 1.51688 -0.45578 -3.20877
H 9.43277 4.89298 2.26223
H -7.07874 0.35561 -0.34369
H 2.42367 -0.66343 6.91910
H 1.10741 -0.52012 4.80289
H -13.52973 3.63974 -6.99895
H 9.54689 5.57605 -1.97117
H 0.99926 1.68292 7.92214
H 4.06424 2.23566 3.33971
H 1.94946 0.96450 2.97765
H 0.03507 -7.41870 3.35759
H -1.11803 3.19928 1.71224
H -3.53791 2.58123 0.80830
H -10.59081 2.73181 -0.98931
H -1.80649 -2.89222 3.27172
H 0.79507 -2.19013 1.41591
H 2.63795 -2.35124 1.14679
H -13.24714 1.30807 -7.84640
H 5.26034 1.95762 5.51829
H 11.59370 8.08391 0.84323
H -0.94669 2.65437 9.14861
H 4.86423 -4.17139 0.27570
H 8.74752 4.21079 -0.03935
H -0.48018 -6.37540 1.14825
H -0.81798 5.96670 6.42665
H 5.57717 1.65708 -1.31365
H -1.87622 4.84426 8.38959
H 6.06987 5.30930 1.30115
H -0.42447 -6.10194 5.42859
H 6.60421 0.78939 0.04106
H -2.83462 3.50569 -1.12948
H 5.87499 -6.20535 4.60340
H -4.39208 2.70607 -1.72539
H -11.77217 4.57717 -5.49424
H 3.97490 0.21654 -0.10175
H -1.76476 -6.13425 -3.42952
H -4.66573 -3.67059 -1.44641
H -4.11808 -5.78348 -2.66456
H -1.52598 1.50279 -2.56928
H -11.22927 0.01157 -7.15208
H -0.06581 -4.37256 -2.94357
H -0.79530 -2.33156 -1.70376
H 0.88737 1.24684 -2.81057
H 1.97909 -0.71450 1.72630
H -7.20391 2.83289 -3.61831
H 1.74226 -4.67384 -8.82713
*
```

---

Record 4
Formula: Cl4Sr
Source: the OMol25 dataset
Level of theory: ωB97M-V/def2-TZVPD

Summary:
* molar mass: 229.4 g mol⁻¹
* HOMO level: 0.9 eV
* LUMO level: 3.460 eV

The geometry in ORCA input format:
```
! RIJCOSX wB97M-V def2-TZVPD def2/J DEFGRID3
* xyz -2 1
Sr -2.15867 0.64904 0.13332
Cl 0.64604 -0.80360 2.19032
Cl 0.16213 2.49698 -0.83959
Cl -0.57448 -1.89296 -0.98882
Cl 1.92498 -0.44946 -0.49523
*
```